This record from the Open Molecules 2025 dataset describes a molecular structure, C33H45F7O24 at a distorted geometry. The level of theory is ωB97M-V/def2-TZVPD.

The geometry in XYZ format:
```
109
Properties=species:S:1:pos:R:3
F 4.1895 3.7306 3.2875
F -0.7760 -3.1684 1.3978
F -5.7278 -0.4443 -0.1625
F 0.7163 -3.9382 -3.8607
F 1.9867 5.4385 1.1424
F -1.2578 0.8600 2.0668
F 0.8170 0.2394 -5.0077
O 1.8703 0.8956 1.7018
O -4.4663 0.6724 -1.7487
O -0.1856 1.6359 -3.6977
O 2.0542 2.4920 0.0640
O 3.7224 0.6174 3.0720
O -2.7345 1.9467 -1.1702
O -2.9004 -0.0855 -0.4210
O 2.3924 2.4274 3.1979
O 0.7893 4.1615 -0.5721
O -3.1727 -1.5156 3.8245
O -2.8667 2.5638 1.4859
O 3.8559 1.4672 -0.5547
O 1.3538 2.4892 -2.0000
O 2.8477 -3.7619 -0.5228
O -0.4029 0.4822 0.8209
O 1.2871 0.5476 -2.3329
O -0.8530 0.5406 -1.6992
O -2.5196 -3.5739 0.1032
O -2.6724 4.6848 2.1947
O 2.0342 -2.2422 -1.8656
O -0.9168 3.4222 1.3516
O -3.2932 -2.8659 -1.9124
O -1.3338 -3.9345 -1.6161
O 0.7701 -3.9913 -1.5772
C 1.3133 2.9631 -0.9079
C 3.4621 2.7895 3.9611
C -4.1232 -2.1054 2.9642
C -0.6884 -4.5880 -0.5598
C -3.2622 -0.3283 1.8576
C 4.3290 1.4902 3.9519
C 1.0897 4.4266 0.7825
C -5.0230 -0.5655 -1.2819
C -2.1895 3.6306 1.7159
C -1.0181 2.4008 0.3047
C 1.8528 -3.3300 -1.1664
C 2.5971 1.2603 2.5885
C -2.4977 -3.4529 -1.1838
C 0.8240 -1.9810 -2.5837
C 4.0706 -0.8168 -0.8159
C 3.3658 -0.1759 -2.0259
C -4.5796 -0.9155 2.2149
C 1.1858 -0.6210 -0.3552
C -1.3655 -4.1281 0.6976
C 4.3152 0.2994 0.1356
C -1.0901 -0.6030 0.2031
C 0.0230 0.8793 -2.4749
C 0.9918 0.4082 0.7358
C 1.9646 1.2938 -3.2554
C 1.5806 3.1106 1.2700
C -2.0063 1.5149 1.0432
C -3.6734 -1.1936 -0.9002
C 0.9659 1.3601 -4.4121
C 0.0282 -1.6342 -0.1882
C -3.3195 0.9246 -1.1841
C -2.5536 -0.3198 3.2472
C 2.8846 1.1358 -1.5472
C 0.1905 -3.3940 -2.7330
H -3.6868 -2.8268 2.2734
H 3.7837 0.2016 1.0821
H -2.6872 0.5966 3.8219
H 3.5576 -1.7229 -0.4937
H 3.1188 3.1627 4.9260
H -1.5573 -0.1500 -0.6714
H -3.4584 0.6448 1.4075
H -0.0881 1.8657 0.1129
H 0.1711 4.6954 1.3040
H 5.3879 0.4017 0.2998
H 2.4349 3.1795 1.9435
H -3.9158 -2.0240 -0.2371
H 2.6576 -0.8823 -2.4592
H 1.8779 1.0369 -1.1412
H -4.9603 -2.6129 3.4436
H 2.9453 0.8358 -3.3848
H 2.0194 2.2812 -2.7972
H -5.1492 -0.2901 2.9022
H -1.4974 -0.4409 3.0064
H 4.1037 -0.0029 -2.8093
H 1.1192 0.0564 1.7596
H -1.8148 -1.0105 0.9079
H 2.7094 1.8287 -2.3702
H 4.3240 1.2707 5.0195
H 2.1872 -1.0505 -0.3827
H 1.2905 1.4206 0.4639
H -3.1827 -1.4715 -1.8330
H 1.0825 -1.6185 -3.5786
H -0.2391 -2.1114 -1.1310
H -5.0674 -1.1061 1.2590
H 0.1587 -1.1895 -2.2388
H -2.5004 0.8033 0.3817
H 5.3745 1.6497 3.6883
H -1.0257 -5.6021 -0.7740
H 1.0787 2.2012 -5.0961
H 0.2620 -2.3181 0.6277
H -5.6990 -0.9821 -2.0286
H 0.9148 2.3602 1.6962
H -2.7085 -0.9715 1.1736
H -0.8932 -3.4693 -2.8224
H 0.3842 -4.5830 -0.3660
H -1.3182 2.8361 -0.6485
H -1.6743 -4.9757 1.3094
H 4.8853 -1.3312 -1.3254
H 1.0429 -0.1126 -1.3087
```

The LUMO energy comes out at 0.029 eV. The value obtained for the frontier orbital gap is 5.475 eV. For the highest occupied orbital energy, the calculation gives -5.45 eV.

=====

This record from the Open Molecules 2025 dataset describes a molecular structure, C33H45HfN7O4S2Te at a distorted geometry. The level of theory is ωB97M-V/def2-TZVPD.

The geometry in XYZ format:
```
93
Properties=species:S:1:pos:R:3
Hf 12.9460 13.4869 7.6827
Te 10.4978 10.1360 9.5430
S 13.2869 13.2861 10.6664
S 12.7766 15.5521 5.8813
O 6.9520 17.9037 9.7175
O 15.8172 10.5230 7.5616
O 9.3575 11.3061 8.0204
O 13.9387 11.7028 8.0668
N 16.7341 15.8055 5.9237
N 13.4850 12.4544 5.6178
N 12.1072 15.1741 9.1641
N 15.5416 16.1492 5.3940
N 14.3805 13.8253 9.4519
N 15.0671 14.6938 6.9417
N 11.2579 12.4582 7.6348
C 13.2096 7.7990 12.2436
C 8.2412 7.9547 10.0606
C 12.3308 8.7465 11.7575
C 16.4391 14.9158 6.8349
C 7.8558 11.6912 10.9750
C 10.1183 16.3740 9.8373
C 6.8272 18.7617 7.4895
C 12.1461 8.8317 10.3803
C 11.6822 9.6063 12.8526
C 7.3102 7.3789 10.9350
C 14.5410 15.5258 6.0385
C 11.1967 16.1632 9.0232
C 7.6634 10.1602 10.9864
C 10.0633 15.6668 11.0412
C 8.5623 9.3252 10.1682
C 17.3435 14.1893 7.7267
C 12.0922 14.5270 10.3889
C 6.6876 18.8989 9.0323
C 6.3218 20.2735 9.6069
C 12.8746 8.0034 9.5587
C 11.0703 14.7729 11.3356
C 15.1016 6.0332 12.1029
C 14.8061 11.1224 7.2650
C 14.0089 6.9129 11.4620
C 12.8503 8.2612 8.0712
C 6.5736 8.1197 11.9058
C 13.7268 6.9490 10.0530
C 5.5244 7.5313 12.7538
C 10.0655 12.1424 7.3536
C 9.3960 12.7697 6.0928
C 8.9653 7.0471 9.1120
C 6.7613 9.5438 11.8482
C 14.3818 11.3335 5.7950
H 10.6385 9.2372 13.0813
H 12.7155 9.3217 7.8449
H 15.4969 16.8927 4.7247
H 12.1762 7.5958 7.6348
H 8.3191 12.7516 6.1240
H 6.2575 20.1716 10.7039
H 15.1735 13.2069 9.5651
H 6.2891 10.2533 12.5188
H 5.7780 7.7206 13.7964
H 16.8275 13.3817 8.2910
H 8.3149 6.1714 9.0874
H 17.8617 14.8681 8.4459
H 18.1188 13.5885 7.1962
H 7.7423 12.0980 9.9162
H 5.4590 6.4634 12.6006
H 11.3267 16.6824 8.0919
H 13.8832 7.9897 7.6424
H 11.6166 10.6619 12.6087
H 7.8806 19.0049 7.2739
H 9.6606 12.1416 5.2211
H 13.9824 10.3710 5.4634
H 7.1595 20.9440 9.3311
H 9.3086 17.0825 9.6199
H 8.7995 12.0760 11.4075
H 9.9966 6.7966 9.4340
H 14.7606 14.7664 9.6254
H 4.5365 7.9208 12.5592
H 15.1350 5.0511 11.6444
H 6.7184 17.7030 7.2843
H 9.0403 7.5490 8.1674
H 13.8827 13.0461 4.9215
H 11.0785 14.1213 12.1654
H 14.3221 6.3332 9.3550
H 12.1464 9.5049 13.8365
H 15.2704 11.3675 5.1850
H 13.1847 7.5934 13.3409
H 9.3128 15.7716 11.8423
H 6.1760 19.5159 6.9317
H 16.1417 6.4539 12.0013
H 14.8934 5.8357 13.1938
H 12.6440 12.1297 5.1826
H 5.3857 20.6510 9.2391
H 7.1785 6.2906 10.8723
H 7.0488 12.1657 11.4984
H 9.8633 13.7648 5.9525
```

Its multiplicity is 2. The LUMO energy (alpha / beta) comes out at -2.945 / -4.050 eV. The value obtained for the frontier orbital gap (alpha / beta) is 7.144 / 6.081 eV. The energy relative to the best compared isomer or geometry (same formula, charge and spin) comes out at 0.00 kJ/mol. For the highest occupied orbital energy (alpha / beta), the calculation gives -10.09 / -10.13 eV. As for the charge: +1.

=====

This record from the Open Molecules 2025 dataset describes 7 unconnected molecules or ions with the total composition C33H45IN6O4P2 at a distorted geometry. The level of theory is ωB97M-V/def2-TZVPD.

The geometry in XYZ format:
```
91
Properties=species:S:1:pos:R:3
I -2.3171 1.2225 -0.8254
P 3.6486 -0.4988 1.4822
P -1.1900 -2.0885 0.3240
O 1.4437 -1.9214 0.1729
O 4.6087 -1.7134 2.1767
O -1.3595 -2.0660 -1.1834
O 3.0023 -0.9417 -1.0767
N 5.1864 0.2430 4.5746
N -6.1051 -3.0206 -0.5107
N 1.4716 6.1047 2.2414
N 2.3024 9.9408 -2.2790
N -6.1569 -6.6326 -6.4366
N -0.6754 -5.7551 -4.7067
C -1.5971 0.8860 2.2320
C 1.2351 5.6472 0.9737
C 0.5816 -1.5269 2.4169
C -6.5862 -1.2645 0.7534
C 0.4667 -5.0040 -4.6257
C 4.1854 0.8723 5.2620
C 1.6329 8.9758 -1.5777
C 3.0688 10.0236 -0.2020
C -1.6785 -5.1348 -4.0065
C 1.9776 5.0895 3.0079
C 4.7054 2.0149 5.8161
C 0.1920 -3.8983 -3.8603
C -6.8705 -7.6237 -4.5878
C 4.7920 0.7670 0.6655
C -0.8985 1.1801 0.8537
C -7.1078 -2.3976 0.1834
C 0.4069 0.3560 0.5507
C -7.2573 -7.1646 -5.8208
C 1.1716 -2.9481 2.6169
C -5.2179 -1.1990 0.3844
C 2.0900 9.0005 -0.2851
C 1.8001 -3.9971 2.5430
C 6.3383 0.9743 4.6757
C 2.0727 3.9726 2.2185
C -1.1683 -3.9813 -3.4672
C -5.4844 -7.3533 -4.4525
C -4.9511 -2.2947 -0.3977
C 2.6117 -1.1740 0.0547
C 3.1759 10.5875 -1.4470
C 1.6017 4.3271 0.9269
C -5.0736 -6.7391 -5.6079
C 0.3851 -1.1776 0.8529
C 6.0720 2.0798 5.4435
H -0.4132 -1.4810 2.9292
H 3.1927 0.4534 5.2987
H -7.5117 -8.0998 -3.8631
H 4.7395 1.7224 1.2572
H 2.4480 -4.8595 2.3113
H 4.1640 2.7253 6.4207
H 1.3727 -5.3208 -5.1169
H 0.8906 -3.1152 -3.6101
H -4.8590 -7.5826 -3.6038
H 1.7579 8.3570 0.5119
H 2.1724 10.1439 -3.2538
H 1.2999 7.0415 2.5612
H 5.0901 -0.6242 4.0709
H 6.7800 2.8495 5.7073
H -0.5645 2.2520 0.9176
H 0.8293 6.2984 0.2174
H 3.7968 11.3892 -1.8122
H 1.2353 0.8734 1.1193
H -2.3351 -1.6847 1.0622
H -2.1271 1.8373 2.5226
H 5.8438 0.3790 0.7014
H 4.4701 1.0294 -0.3709
H -8.2166 -7.1715 -6.3121
H -4.0416 -2.6187 -0.8816
H 2.2263 5.2497 4.0443
H -2.3863 0.1005 2.2048
H -7.1271 -0.5603 1.3657
H 1.2227 -0.7384 2.8769
H -4.1069 -6.3708 -5.9116
H 0.8928 8.3562 -2.0580
H -4.5072 -0.4353 0.6590
H 3.6306 10.3138 0.6716
H 0.6351 0.5129 -0.5414
H -0.9469 -3.4577 0.6913
H -1.7091 -3.2764 -2.8602
H -2.6647 -5.5684 -3.9522
H -0.7644 -6.6239 -5.2018
H -6.2019 -3.8782 -1.0249
H 2.4398 3.0072 2.5340
H 1.5381 3.6852 0.0613
H -8.1016 -2.8139 0.2121
H 7.2456 0.6457 4.1951
H -6.1462 -6.2260 -7.3547
H 5.1261 -2.1911 1.5056
H -0.8414 0.7274 3.0513
```

The LUMO energy comes out at -0.125 eV. As for the structure (SMILES): C#CC[C@@](C[C@H](C)I)(OC(=O)P(C)O)[PH2]=O.c1cc[nH]c1.c1cc[nH]c1.c1cc[nH]c1.c1cc[nH]c1.c1cc[nH]c1.c1cc[nH]c1. The value obtained for the frontier orbital gap is 7.567 eV. For the highest occupied orbital energy, the calculation gives -7.69 eV.